No. 1
Molecular formula: C11H17BN6Ti
Method: DFT, wB97M-V/def2-TZVPD

## Properties
- Frontier orbital gap (spin up / spin down): 5.4 / 8.3 eV
- Expectation value of S²: 2.013
- Lowest unoccupied orbital energy (spin up / spin down): 0.0215 / 0.0169 Eh
- HOMO level (spin up / spin down): -4.832 / -7.836 eV
- Multiplicity: 3
- Largest force on an atom: 3.90 eV/Å
- DFT total energy: -1632.19028 hartree

Each line ends with the Mulliken charge.
Geometry (Å):
H 0.74580 3.15667 1.64494  0.432
N 0.34228 1.67897 0.20451  0.060
B 0.05052 0.33624 -1.93588  0.144
N 0.38809 1.65212 -1.18741  -0.003
C 0.71226 2.86954 -1.64087  -0.111
Ti 0.07974 -0.03438 1.12968  0.282
H 0.75789 3.02365 -2.71157  0.434
C 0.92716 3.71665 -0.55140  -1.077
H 1.20693 4.74849 -0.57854  0.397
C 0.69749 2.93249 0.58890  -0.247
H 0.07107 0.44396 -3.11493  -0.105
C -1.07784 -1.58415 2.56536  -0.778
H -0.82777 -1.57352 3.62818  0.389
H -0.27890 -2.26762 2.12268  0.171
H -2.04061 -1.94851 2.17955  0.401
N -1.39260 -0.05545 -1.45211  0.017
N 1.03168 -0.74838 -1.40857  -0.151
N -1.63004 -0.20498 -0.12834  0.131
N 1.14788 -1.02861 -0.05158  0.333
C -2.53196 -0.25683 -2.14256  -0.102
C 1.84470 -1.57790 -2.06782  -0.155
H -2.56450 -0.18887 -3.25357  0.385
H 1.86687 -1.52449 -3.14229  0.444
C -3.55359 -0.56726 -1.21940  -1.151
C 2.51248 -2.39713 -1.16080  -1.152
C -2.94042 -0.52917 0.02865  -0.251
C 2.05433 -2.03046 0.10394  -0.164
H -4.57229 -0.79877 -1.42805  0.399
H 3.22086 -3.16291 -1.38314  0.406
H -3.32591 -0.73201 1.02041  0.503
H 2.26850 -2.41764 1.09000  0.457
H -1.22750 -0.45071 2.40947  0.158
C 1.28849 0.34659 2.77475  -1.527
H 1.04732 1.21495 3.39801  0.360
H 2.27434 0.54405 2.31278  0.338
H 1.42722 -0.58463 3.35702  0.332



No. 2
Molecular formula: C17H27BNO4P2Y
Method: DFT, wB97M-V/def2-TZVPD

## Properties
- Frontier orbital gap (spin up / spin down): 4.8 / 5.4 eV
- Lowest unoccupied orbital energy (spin up / spin down): -0.2475 / -0.2441 Eh
- Net charge: +2
- HOMO level (spin up / spin down): -11.580 / -12.013 eV
- Largest force on an atom: 3.61 eV/Å
- DFT total energy: -1764.93512 hartree

Each line ends with the Mulliken charge.
Geometry (Å):
Y 0.73021 -0.45706 0.72409  0.675
P -2.02994 -0.93315 1.79796  0.605
C -1.66082 -2.46117 0.89207  -1.369
C -1.22511 -2.44110 -0.44764  0.978
N -0.41442 -1.41929 -1.01603  0.212
C -0.24926 -1.42200 -2.39285  0.400
C -0.90415 -2.36397 -3.16860  -0.637
C -1.67852 -3.40331 -2.62998  -0.678
C -1.70863 -3.50588 -1.26926  -0.989
C 0.65478 -0.41982 -3.21652  -0.912
P 2.08895 0.11270 -2.27706  0.843
H -2.30520 -4.30469 -0.81673  0.430
H -0.78366 -2.25906 -4.23649  0.446
H -2.20514 -4.10350 -3.27923  0.452
H 1.13030 -0.79234 -4.14560  0.535
H 0.17271 0.54095 -3.38573  0.375
H 0.50816 -3.09209 2.41564  0.356
H -1.60726 -3.41380 1.44088  0.698
H 5.88635 -1.85370 0.64315  0.334
O 1.13765 -2.37280 2.11975  -0.617
H 1.69294 -2.74619 1.40850  0.346
H 1.66041 -0.42058 -0.91332  -0.117
O 5.73835 -0.88868 0.64588  -0.600
H 4.88105 -0.75936 1.15269  0.270
C 3.60004 -0.70773 -2.92845  -1.219
H 3.87449 -0.77741 -4.02656  0.395
H 4.42036 -0.18379 -2.40861  0.418
H 3.63276 -1.72907 -2.52651  0.378
C 2.37702 1.91018 -2.60494  -1.199
H 2.95655 2.44970 -1.82805  0.377
H 2.93501 2.15356 -3.55298  0.370
H 1.42969 2.48441 -2.69441  0.414
C -3.81367 -1.24924 1.41035  -1.272
H -4.05668 -2.17158 1.99619  0.462
H -4.26494 -0.27807 1.69738  0.458
H -3.73439 -1.48774 0.32156  0.330
C -1.68770 -1.02822 3.56544  -1.195
H -1.52061 0.01555 3.86129  0.369
H -2.56515 -1.45659 4.06183  0.396
H -0.79793 -1.62672 3.80036  0.313
O -2.41843 1.94229 0.93186  -0.525
B -1.55506 0.86727 1.14190  0.413
O -0.18184 1.47700 1.30156  0.324
C -0.37440 2.84673 1.51601  0.355
C 0.51724 3.79745 1.99777  -0.874
C -0.04620 5.04753 2.26384  -0.641
C -1.37626 5.31295 1.92115  -0.584
C -2.22596 4.32530 1.42012  -0.771
C -1.70238 3.07987 1.20708  0.762
H 1.57537 3.55375 2.20344  0.394
H 0.56713 5.86259 2.64306  0.413
H -1.82049 6.27798 2.12664  0.415
H -3.25330 4.47193 1.13612  0.487



No. 3
Molecular formula: C2H4N2O2
Method: DFT, wB97M-V/def2-TZVPD

## Properties
- Frontier orbital gap: 11.1 eV
- Lowest unoccupied orbital energy: 0.0335 Eh
- HOMO level: -10.225 eV
- Largest force on an atom: 0.48 eV/Å
- DFT total energy: -338.63686 hartree

Each line ends with the Mulliken charge.
Geometry (Å):
N 1.87679 0.19522 0.12987  -0.360
C 0.61730 -0.28568 0.04655  0.701
O 0.36089 -1.39453 -0.43923  -0.707
N -0.32243 0.62180 0.57047  -0.518
C -1.54911 0.45869 0.22395  0.117
O -2.05194 -0.44494 -0.59543  -0.481
H 2.63537 -0.36041 -0.23187  0.232
H 2.03849 1.11562 0.50580  0.228
H -2.30593 1.13991 0.61441  0.355
H -1.29942 -1.04570 -0.82451  0.432



No. 4
Molecular formula: C2H12N2O2
Method: DFT, wB97M-V/def2-TZVPD

## Properties
- Frontier orbital gap: 9.8 eV
- Lowest unoccupied orbital energy: 0.0223 Eh
- HOMO level: -9.146 eV
- Largest force on an atom: 3.52 eV/Å
- DFT total energy: -343.33666 hartree

Each line ends with the Mulliken charge.
Geometry (Å):
N -1.19897 0.44422 1.52365  -0.453
C -0.35387 0.42397 0.37500  -0.474
C -0.55473 1.48367 -0.74513  -0.386
N -0.47435 2.92522 -0.11669  -0.645
H -1.16659 1.21865 2.15545  0.199
H -2.15284 -0.00917 1.42875  0.197
H -0.46300 -0.58283 -0.14132  0.298
H 0.76255 0.60460 0.67462  0.221
H 0.17789 1.42069 -1.59586  0.310
H -1.55225 1.32284 -1.24357  0.283
H -1.12378 3.10242 0.61682  0.218
H -0.82256 3.43765 -0.92753  0.233
O 0.35033 -3.60875 -5.75299  -0.631
H 1.05071 -3.08294 -5.41225  0.313
H -0.19792 -3.77503 -4.97829  0.318
O 2.06252 -1.06311 4.81963  -0.659
H 2.21401 -0.34541 4.10231  0.331
H 1.13575 -0.96854 5.15985  0.325



For the records above, the corresponding ΔE to the lowest compared entry with this formula, charge and spin values read 0.00, 115.36, 10.25, 35.43 kcal per mole.